1.
The following is a quantum chemistry calculation of a structure of composition C42H60AsFeIN3P2Si4 at a distorted geometry, from the Open Molecules 2025 dataset.

Summary:
- HOMO level (spin up / spin down) (eV) = -3.62 / -3.87
- electronic energy (eV) = -202420.7811
- frontier orbital gap (spin up / spin down) (eV) = 5.46 / 5.71
- energy relative to the best compared isomer or geometry (same formula, charge and spin) (kJ/mol) = 32.9

ORCA input file:
```
! wB97M-V def2-TZVPD RIJCOSX def2/J DEFGRID3
* xyz -1 5
C 0.00 -4.56 -0.71
H -3.40 -2.94 -1.72
H 4.43 0.18 2.28
C 3.25 -2.48 -0.87
H 4.17 3.80 0.44
H -5.19 -0.57 0.51
H 4.91 -3.73 3.95
H 5.37 2.67 1.05
H -3.80 3.34 -0.31
C -4.36 -2.88 3.46
C -3.11 0.71 -2.65
H 4.40 -1.56 -3.63
C 4.27 -2.97 3.52
P 1.55 0.24 1.62
C -1.28 4.80 -1.80
C -0.22 5.64 -1.52
H -4.73 -1.36 -1.00
H -2.72 -4.26 3.23
H 2.99 -1.39 -4.69
H 1.79 5.67 -0.76
H 3.24 -4.11 -3.89
H 1.83 4.75 5.14
H 2.43 2.06 -2.44
H -0.93 0.39 4.37
H 2.83 -3.27 -0.25
C -2.03 3.58 4.71
C -4.46 2.50 -0.56
C -1.49 2.35 5.06
H -2.12 4.36 5.45
C -2.60 -3.13 -1.00
H -0.49 -4.56 0.27
C 4.82 -1.75 3.12
H 0.73 4.90 2.92
H -0.03 -5.59 -1.10
N 2.19 0.72 0.20
Fe 0.07 0.63 -0.59
C -2.29 2.81 2.44
H -5.82 0.02 -1.03
H -5.03 2.78 -1.45
H 5.98 0.94 -0.88
C 5.13 0.30 -0.60
H -1.22 -2.55 2.18
C -3.96 -0.64 2.68
H -2.04 0.81 -2.87
H -5.80 -1.30 3.56
H 3.28 -0.20 -3.43
Si -0.93 -3.36 -1.85
C 2.10 -2.22 2.81
H -5.17 2.40 0.27
C -1.17 3.44 -1.56
H -5.01 -3.62 3.91
H 4.15 1.83 -2.72
H 2.48 -4.15 3.67
I -3.05 5.58 -2.60
H 3.58 3.33 -1.99
C -1.36 1.35 4.10
C 4.00 -0.78 2.57
H -2.84 4.78 3.12
H -3.39 -0.27 -3.02
P -1.55 0.24 1.53
C -1.38 -4.30 -3.43
C 2.91 -3.20 3.36
C -2.67 -1.00 2.29
C 2.27 1.56 4.07
H -1.59 -5.35 -3.23
H -4.31 0.37 2.53
H 1.04 -4.29 -0.55
C 4.30 2.80 0.87
H -2.84 -4.09 -0.51
C -1.76 1.58 2.78
C -4.94 -0.40 -0.53
C 2.32 2.68 4.91
As 0.17 -1.38 -2.36
C 0.97 3.70 -0.82
C 1.68 1.64 2.81
H 2.79 2.59 5.88
C 2.35 -4.06 -3.24
H -0.29 6.70 -1.68
H 2.48 -4.80 -2.45
H 5.44 -0.31 0.26
H 4.94 -0.38 -1.43
C 1.18 3.97 3.25
H -1.98 2.77 -1.77
H -2.29 -3.85 -3.85
C -2.23 -2.30 2.50
H 4.30 -2.74 -1.05
H -0.61 -4.23 -4.20
C 2.64 -1.00 2.39
H 5.88 -1.56 3.25
Si 2.30 -2.31 -2.50
H 0.62 2.93 1.46
H 3.21 -1.55 -0.29
H 1.84 3.22 -0.40
C -4.80 -1.58 3.26
H 2.69 0.63 4.41
H 1.04 -2.39 2.66
Si 3.65 1.44 -0.31
C 3.42 2.24 -2.02
N -2.14 0.79 0.14
C 0.01 -0.31 1.43
C 3.35 -1.26 -3.67
H -3.66 1.46 -3.23
N -0.05 2.89 -1.10
H -2.59 2.98 1.42
C 1.12 2.86 2.42
H 1.49 -4.34 -3.84
Si -3.54 0.84 -0.81
H -1.17 2.16 6.07
C -2.42 3.81 3.40
C -3.07 -3.24 3.08
H 3.79 2.79 1.84
C 0.93 5.07 -1.01
H -2.61 -2.36 -0.23
C 1.79 3.88 4.49
*
```

Atomic partial charges in e from the Löwdin method, atoms 1 to 4: -0.218, 0.011, 0.093, -0.230

=====

2.
The following is a quantum chemistry calculation of a cluster of 2 separate species, C17H26F4NO6 in total at a distorted geometry, from the Open Molecules 2025 dataset.

Summary:
- HOMO level (spin up / spin down) (eV) = -8.00 / -9.39
- electronic energy (eV) = -42693.2216
- frontier orbital gap (spin up / spin down) (eV) = 8.56 / 9.93

ORCA input file:
```
! wB97M-V def2-TZVPD RIJCOSX def2/J DEFGRID3
* xyz 0 2
O 1.85 1.01 0.22
O -0.53 0.00 6.03
F 3.30 -2.47 -3.75
H -0.27 3.37 0.32
H -1.27 0.82 1.87
H 1.22 -0.34 2.32
F -0.56 2.01 7.06
C -0.05 -1.13 -3.23
H -0.90 -2.09 -0.26
O -3.51 -1.55 -4.02
H 2.07 1.87 5.75
O -0.03 -1.57 4.48
H -0.33 -0.42 -4.00
H -2.91 0.25 -3.58
H 0.37 -1.82 2.00
H 0.82 0.62 7.45
H 1.82 -0.77 -4.16
H 0.41 3.31 -2.23
H 1.79 -1.42 1.02
C -0.22 -1.32 -0.62
F 2.33 -3.00 -1.96
H 1.85 2.69 -1.49
C -0.06 1.66 -0.96
H -1.35 3.43 -1.09
C -0.05 -0.33 0.54
C 0.91 2.39 -1.93
C 1.48 -1.15 -3.20
H -1.45 -0.89 2.10
H 0.74 -1.80 -0.76
N 0.58 0.95 0.15
O 2.04 -0.34 -2.21
H -1.76 2.36 0.23
H -2.02 0.91 -1.32
C -2.94 -0.83 -3.30
O 1.24 0.28 4.69
H 1.02 1.82 -2.84
H -2.80 -1.19 -1.17
H -2.23 -0.14 0.69
C -0.93 2.79 -0.32
H -2.11 -2.41 -2.26
C 0.93 -1.01 1.53
C -0.78 -0.70 -1.94
C 1.10 1.49 5.45
C 2.10 -2.56 -3.17
H 2.88 -0.68 -1.88
C 0.25 1.02 6.61
C -2.21 -1.34 -2.07
H -0.47 -2.07 -3.56
C -1.05 0.82 -1.81
F 1.43 -3.43 -3.86
C 0.20 -0.53 5.01
H -1.16 1.32 -2.76
C -1.36 -0.13 1.34
H 0.59 2.24 4.84
*
```

Atomic partial charges in e from the Löwdin method, atoms 1 to 4: -0.011, 0.135, 0.140, 0.093

=====

3.
The following is a quantum chemistry calculation of a structure of composition H14Na4O11S at a distorted geometry, from the Open Molecules 2025 dataset.

Summary:
- HOMO level (spin up / spin down) (eV) = -8.29 / -12.52
- electronic energy (eV) = -51248.1773
- frontier orbital gap (spin up / spin down) (eV) = 3.83 / 7.94
- energy relative to the best compared isomer or geometry (same formula, charge and spin) (kJ/mol) = 0.0

ORCA input file:
```
! wB97M-V def2-TZVPD RIJCOSX def2/J DEFGRID3
* xyz 1 2
H 1.50 -1.81 -2.02
O 0.89 1.13 -3.04
H 1.76 -1.30 3.62
H 0.07 0.78 4.00
Na -2.71 -2.50 -0.88
O 1.19 -1.66 -0.38
O -2.50 -0.66 -2.62
O -0.46 1.58 4.03
H 0.75 3.28 0.90
O -1.45 2.52 -0.90
H -1.28 1.57 -0.91
O 1.18 -0.54 3.65
O -0.46 -0.25 -1.09
H 1.20 -0.82 -3.12
O 1.80 -1.53 -2.88
H 0.08 1.97 1.26
Na 3.14 -0.87 1.17
H -0.09 2.14 3.34
Na -2.28 -2.58 2.49
O 0.51 0.02 1.18
O -0.89 -1.93 0.54
O 0.32 2.83 1.62
Na 0.52 -3.84 0.05
H 0.27 0.65 -2.49
H -2.09 -1.01 -3.42
S 0.06 -0.91 0.13
H -1.76 -0.40 -2.07
H -0.63 2.91 -1.18
H 0.34 1.56 -3.70
H 1.02 -0.33 2.74
*
```

Atomic partial charges in e from the Löwdin method, atoms 1 to 4: -0.051, -0.036, 0.045, -0.035

=====

4.
The following is a quantum chemistry calculation of the molecule C10H8BFO4 at a distorted geometry, from the Open Molecules 2025 dataset.

Summary:
- HOMO level (eV) = -8.81
- electronic energy (eV) = -22086.0606
- frontier orbital gap (eV) = 9.34
- SMILES = O=C(O)c1c(F)ccc2c1OB(O)[C@@H]1C[C@H]21
- energy relative to the best compared isomer or geometry (same formula, charge and spin) (kJ/mol) = 0.0

ORCA input file:
```
! wB97M-V def2-TZVPD RIJCOSX def2/J DEFGRID3
* xyz 0 1
H -1.85 2.39 0.56
O 1.17 -0.07 0.90
H -2.53 1.09 -1.49
H -0.49 2.22 2.83
H 3.76 -2.05 -1.75
O 1.62 0.42 3.23
C -0.78 0.68 -0.33
C -0.02 -0.90 -2.44
F 0.26 -1.75 -3.47
H 2.39 -0.17 3.13
C 2.02 -1.73 -1.18
C 0.80 -0.87 -1.29
H -1.78 -0.27 -3.43
C -1.23 1.52 0.83
O 2.07 -2.70 -0.48
C -1.82 0.68 1.98
C -1.18 -0.17 -2.55
C -1.58 0.58 -1.46
C -0.51 1.39 2.18
O 3.09 -1.38 -1.93
H -1.91 -0.40 1.82
B 0.81 0.49 2.13
C 0.40 -0.08 -0.22
H -2.73 1.10 2.42
*
```

Atomic partial charges in e from the Löwdin method, atoms 1 to 4: 0.148, 0.190, 0.122, 0.118

=====

5.
The following is a quantum chemistry calculation of a cluster of 2 separate species, C10H16 in total at a distorted geometry, from the Open Molecules 2025 dataset.

Summary:
- HOMO level (eV) = -9.01
- electronic energy (eV) = -10628.7390
- frontier orbital gap (eV) = 10.01
- SMILES = CCc1ccccc1.CC
- energy relative to the best compared isomer or geometry (same formula, charge and spin) (kJ/mol) = 96.9

ORCA input file:
```
! wB97M-V def2-TZVPD RIJCOSX def2/J DEFGRID3
* xyz 0 1
H -3.54 2.13 0.58
C -0.82 -1.01 -1.48
H 2.71 -1.10 2.60
C 2.80 -0.45 1.73
H -1.63 3.82 0.67
C -2.54 1.92 0.20
H -3.04 -0.14 -0.40
H 3.78 0.01 1.87
H -2.08 -2.77 -0.86
C -1.50 2.83 0.26
H -1.32 -1.89 0.44
C -2.31 0.64 -0.27
C 0.00 1.22 -0.76
H 0.52 3.25 -0.27
H 2.10 0.39 1.82
C -1.02 0.28 -0.66
H 1.91 -2.01 0.65
C -1.17 -2.24 -0.58
H 1.03 0.93 -0.88
H -1.56 -0.98 -2.26
H 3.45 -1.62 0.00
H -0.32 -2.90 -0.45
C 2.55 -1.16 0.40
C -0.23 2.47 -0.16
H 2.05 -0.55 -0.33
H 0.19 -1.07 -1.86
*
```

Atomic partial charges in e from the Löwdin method, atoms 1 to 4: 0.102, -0.179, 0.058, -0.156

=====

6.
The following is a quantum chemistry calculation of the molecule C4H8N3P at a distorted geometry, from the Open Molecules 2025 dataset.

Summary:
- HOMO level (spin up / spin down) (eV) = -8.15 / -8.15
- electronic energy (eV) = -18032.1008
- frontier orbital gap (spin up / spin down) (eV) = 7.35 / 7.35
- energy relative to the best compared isomer or geometry (same formula, charge and spin) (kJ/mol) = 299.1

ORCA input file:
```
! wB97M-V def2-TZVPD RIJCOSX def2/J DEFGRID3
* xyz 0 1
H -0.11 1.43 -1.25
H 2.34 0.86 0.19
N 1.34 -2.15 0.61
H -3.39 0.37 0.65
C 1.45 0.28 -0.18
H 1.50 -2.38 -0.42
H 1.20 -0.67 1.77
C -0.84 -1.39 -0.72
H 1.61 -0.04 -1.19
H 0.25 2.09 0.63
H -1.25 -3.26 -0.07
N -2.70 0.62 0.03
C 0.13 1.15 -0.18
C 1.26 -0.89 0.82
P -1.26 0.05 0.42
N -1.22 -2.54 -0.78
*
```

Atomic partial charges in e from the Löwdin method, atoms 1 to 4: 0.080, 0.119, 0.061, -0.101

=====

7.
The following is a quantum chemistry calculation of a cluster of 2 separate species, H4N2O3 in total at a distorted geometry, from the Open Molecules 2025 dataset.

Summary:
- HOMO level (spin up / spin down) (eV) = -8.36 / -8.37
- electronic energy (eV) = -9178.9044
- frontier orbital gap (spin up / spin down) (eV) = 6.07 / 6.20
- energy relative to the best compared isomer or geometry (same formula, charge and spin) (kJ/mol) = 212.3

ORCA input file:
```
! wB97M-V def2-TZVPD RIJCOSX def2/J DEFGRID3
* xyz 0 1
N -2.71 -0.77 -0.44
H 0.75 -0.19 -0.03
H 2.74 1.81 0.24
N 1.73 1.46 0.25
H 1.53 1.76 1.21
H -3.48 -1.43 -0.64
O -0.56 -1.18 -0.10
O 1.71 0.11 0.07
O -1.71 -1.57 -0.57
*
```

Atomic partial charges in e from the Löwdin method, atoms 1 to 4: 0.186, 0.035, 0.099, -0.109

=====

8.
The following is a quantum chemistry calculation of a cluster of 3 separate species, C16H28BNO7S2 in total at a distorted geometry, from the Open Molecules 2025 dataset.

Summary:
- HOMO level (eV) = -9.67
- electronic energy (eV) = -55214.0370
- frontier orbital gap (eV) = 10.25
- SMILES = C#CB(COC(C)=O)N(C)C(C)=O.O=S1(=O)CCCC1.O=S1(=O)CCCC1
- energy relative to the best compared isomer or geometry (same formula, charge and spin) (kJ/mol) = 0.0

ORCA input file:
```
! wB97M-V def2-TZVPD RIJCOSX def2/J DEFGRID3
* xyz 0 1
H 0.71 3.55 2.21
C 3.63 0.11 3.53
H 5.73 1.16 -0.38
O -4.60 -0.67 -0.26
H -2.96 0.79 1.41
O 0.21 1.72 1.42
C -6.97 -0.32 0.86
H -1.90 1.00 0.01
H -6.73 1.80 -1.47
H -2.32 2.42 0.98
H 0.67 2.23 3.39
H 2.05 -4.31 -1.04
C -7.61 -0.19 -1.52
C 3.73 1.74 0.07
H 4.73 -2.33 -3.74
O -0.91 0.43 2.89
C 3.12 0.99 2.89
C 0.96 2.50 2.38
C 4.06 -3.69 -0.50
C 4.19 -2.32 -2.79
H -8.36 0.12 -2.25
H -7.09 0.23 1.79
H 3.87 -1.30 -2.56
N 3.22 2.72 1.00
H 2.66 4.73 0.94
H -6.74 -1.36 1.07
H 4.08 -3.26 0.50
H -8.66 0.79 0.09
H -5.74 0.61 -2.36
H 3.34 -4.26 -3.15
C 2.73 -3.48 -1.22
C 5.01 1.04 0.43
O 5.78 -1.68 -0.78
O -5.15 1.60 0.63
H -8.89 -0.96 0.08
C -2.11 1.35 1.02
H -7.29 -1.20 -1.78
H 2.24 -2.58 -0.85
C 2.58 3.85 0.30
H 5.41 1.38 1.38
S -5.55 0.37 -0.01
O 6.23 -3.81 -2.02
O 3.13 1.52 -0.96
C -8.16 -0.17 -0.09
H 3.14 4.06 -0.61
C -6.42 0.75 -1.53
H 4.79 -0.03 0.53
H 1.55 3.65 0.02
H 4.17 -0.66 4.04
S 5.30 -2.84 -1.49
C -0.92 1.10 1.89
H 2.17 -2.95 -3.27
H 4.35 -4.74 -0.46
B 2.47 2.11 2.06
C 3.04 -3.31 -2.72
*
```

Atomic partial charges in e from the Löwdin method, atoms 1 to 4: 0.111, 0.130, 0.095, -0.316

=====

9.
The following is a quantum chemistry calculation of a structure of composition C5H8Cl3O at a distorted geometry, from the Open Molecules 2025 dataset.

Summary:
- HOMO level (spin up / spin down) (eV) = -14.78 / -15.07
- electronic energy (eV) = -44917.1034
- frontier orbital gap (spin up / spin down) (eV) = 7.81 / 6.78
- energy relative to the best compared isomer or geometry (same formula, charge and spin) (kJ/mol) = 259.8

ORCA input file:
```
! wB97M-V def2-TZVPD RIJCOSX def2/J DEFGRID3
* xyz 1 1
C -0.12 1.39 1.76
Cl -1.56 2.36 1.51
C 0.96 1.29 0.15
H -0.85 0.97 -0.91
Cl -0.52 -0.18 4.09
H 0.53 0.47 -1.74
O -0.17 0.05 1.96
H 1.03 2.28 -0.21
H -1.77 -0.30 0.87
H 1.85 0.74 0.51
H -1.08 -1.87 1.44
H -0.64 -1.65 -0.76
C -0.03 -0.90 -0.14
Cl 0.87 2.09 2.96
H 0.93 -1.42 -0.05
C 0.15 0.47 -0.73
C -0.88 -0.82 1.09
*
```

Atomic partial charges in e from the Löwdin method, atoms 1 to 4: -1.233, 0.772, 0.006, 0.141

=====

10.
The following is a quantum chemistry calculation of the molecule C7H12, from the Open Molecules 2025 dataset.

Summary:
- HOMO level (eV) = -9.85
- electronic energy (eV) = -7452.1788
- frontier orbital gap (eV) = 11.00
- SMILES = CC1CC2(CC2)C1
- energy relative to the best compared isomer or geometry (same formula, charge and spin) (kJ/mol) = 120.9

ORCA input file:
```
! wB97M-V def2-TZVPD RIJCOSX def2/J DEFGRID3
* xyz 0 1
H -0.01 -1.90 1.12
H -2.65 0.69 1.08
H 1.52 1.77 -0.67
C -2.04 0.73 0.17
H -0.08 -1.44 -1.68
H -2.69 0.98 -0.67
H 1.56 1.48 1.13
C 1.53 1.05 0.14
H 2.77 -0.39 -1.05
C -1.32 -0.59 -0.07
C -0.19 -0.83 0.96
C 0.78 -0.24 -0.06
H -2.03 -1.41 -0.19
C -0.24 -0.48 -1.17
H 2.80 -0.68 0.76
H -1.31 1.54 0.29
H -0.37 0.31 -1.92
C 2.27 -0.25 -0.09
H -0.28 -0.33 1.93
*
```

Atomic partial charges in e from the Löwdin method, atoms 1 to 4: 0.112, 0.077, 0.102, -0.077

=====

11.
The following is a quantum chemistry calculation of a structure of composition C3H5ClN2OS at a distorted geometry, from the Open Molecules 2025 dataset.

Summary:
- HOMO level (eV) = -8.51
- electronic energy (eV) = -31572.0290
- frontier orbital gap (eV) = 8.77
- energy relative to the best compared isomer or geometry (same formula, charge and spin) (kJ/mol) = 494.7

ORCA input file:
```
! wB97M-V def2-TZVPD RIJCOSX def2/J DEFGRID3
* xyz 0 1
C 0.05 0.20 0.82
H 0.01 2.15 1.04
N -0.74 0.23 1.80
H -2.30 -0.42 2.77
S 0.73 2.01 -1.20
N 0.61 1.47 0.41
Cl -1.08 -1.42 -0.97
O -1.24 -0.88 2.38
C 1.71 -1.37 -0.59
H 2.63 -1.13 0.06
H 1.85 -2.34 -0.99
H 1.84 1.24 -1.77
C 0.49 -0.87 -0.22
*
```

Atomic partial charges in e from the Löwdin method, atoms 1 to 4: -0.469, 0.126, -0.074, 0.265

=====

12.
The following is a quantum chemistry calculation of a cluster of 9 separate species, C5H29NO8 in total at a distorted geometry, from the Open Molecules 2025 dataset.

Summary:
- HOMO level (eV) = -8.32
- electronic energy (eV) = -23524.6249
- frontier orbital gap (eV) = 8.40
- SMILES = CCCN(C)C.O.O.O.O.O.O.O.O
- energy relative to the best compared isomer or geometry (same formula, charge and spin) (kJ/mol) = 311.6

ORCA input file:
```
! wB97M-V def2-TZVPD RIJCOSX def2/J DEFGRID3
* xyz 0 1
H -0.25 0.81 4.19
H -0.69 2.55 -2.78
N 0.12 0.08 2.36
H 3.24 -1.09 -0.48
H 1.98 0.83 1.63
H -2.71 -1.69 1.67
H -1.20 -0.69 3.81
H 0.34 -1.16 -4.62
C 1.11 1.11 2.23
H 1.52 3.92 0.22
O 1.87 0.00 -1.18
H -0.89 1.05 -2.67
H 1.68 0.93 -0.93
H -1.97 0.69 -0.23
H -3.12 -1.57 0.05
C -0.83 0.27 3.46
C -2.89 -0.93 0.91
O 0.90 3.21 0.04
H -1.87 -0.40 -4.07
O 0.71 -2.53 3.85
H -2.07 0.95 1.44
H 1.62 1.20 3.21
C -0.44 -0.31 1.01
H -2.88 -0.30 -2.83
H 1.97 -0.42 -3.37
H 1.11 -2.03 3.12
O 3.91 -1.42 0.14
O -0.53 -1.58 -4.54
O 1.96 -1.32 -3.55
H -1.65 0.95 3.23
H -3.84 -0.50 1.22
H 3.79 -0.99 0.98
H -0.59 -1.99 -3.67
O -2.26 0.17 -3.37
O -0.36 1.79 -2.30
H 0.30 0.16 0.37
H 0.96 -0.21 -1.43
C -1.86 0.17 0.72
H -0.25 -1.38 0.96
H 0.64 3.35 -0.88
H 2.85 -1.58 -3.75
H -0.20 -2.24 3.75
H 0.78 2.13 2.07
*
```

Atomic partial charges in e from the Löwdin method, atoms 1 to 4: 0.086, 0.047, -0.264, -0.016

=====

Which value of electronic energy does entry 2 give?
-42693.2216 eV

=====

The lowest electronic energy belongs to which entry?
C42H60AsFeIN3P2Si4

=====

What is the electronic energy in the second record?
-42693.2216 eV